Run 1
The following is a DFT calculation (ωB97M-V/def2-TZVPD) of a structure of composition C6H12O.

The geometry in XYZ format:
```
19
C6H12O (ωB97M-V/def2-TZVPD)
C 0.223 -2.204 -0.280
C -0.646 -1.062 0.239
C -0.065 0.330 0.029
C 0.339 0.631 -1.404
C -0.862 1.465 0.671
C 0.403 2.130 1.244
O 1.129 0.458 0.907
H 1.231 -2.149 0.146
H 0.311 -2.189 -1.372
H -0.204 -3.171 0.002
H -0.815 -1.184 1.315
H -1.635 -1.081 -0.239
H 1.132 -0.042 -1.751
H -0.521 0.508 -2.072
H 0.688 1.667 -1.473
H -1.607 1.074 1.381
H -1.382 2.093 -0.061
H 0.383 2.017 2.343
H 1.898 0.708 0.376
```

- HOMO (eV) = -7.63
- gap between HOMO and LUMO (eV) = 8.43

Run 2
The following is a DFT calculation (ωB97M-V/def2-TZVPD) of the molecule C6H12O.

The geometry in XYZ format:
```
19
C6H12O (ωB97M-V/def2-TZVPD)
C -1.705 0.803 -0.402
C -1.125 -0.318 0.460
C -0.667 -1.481 -0.413
O 0.667 -1.192 -0.790
C 1.284 -0.313 0.160
C 1.942 0.823 -0.615
C 0.175 0.111 1.151
H -2.577 0.469 -0.971
H -0.960 1.154 -1.123
H -2.011 1.655 0.210
H -1.877 -0.669 1.168
H -0.705 -2.463 0.067
H -1.354 -1.556 -1.268
H 2.070 -0.862 0.702
H 2.707 0.427 -1.289
H 2.419 1.547 0.053
H 1.204 1.351 -1.225
H 0.203 1.187 1.355
H 0.296 -0.405 2.109
```

- HOMO (eV) = -9.49
- structure (SMILES) = C[C@H]1CO[C@@H](C)C1
- gap between HOMO and LUMO (eV) = 10.58

Stability check: which of them is least stable? run 1.

Run 1
The following is a DFT calculation (ωB97M-V/def2-TZVPD) of a cluster of 2 separate species, C5H12O2 in total.

The geometry in XYZ format:
```
19
C5H12O2 (ωB97M-V/def2-TZVPD)
C -2.141 -0.294 -1.371
C -0.799 -0.992 -1.202
C 0.156 -0.069 -0.571
O -1.200 0.462 1.338
C 1.425 -0.414 0.100
C 1.749 0.857 1.076
O 1.347 0.777 2.430
H -2.822 -0.945 -1.914
H -2.526 -0.084 -0.374
H -2.026 0.654 -1.920
H -0.401 -1.228 -2.208
H -0.852 -1.920 -0.628
H 0.265 0.842 -1.181
H -0.800 -0.009 2.115
H 2.221 -0.497 -0.691
H 1.368 -1.429 0.543
H 1.344 1.769 0.594
H 2.840 0.937 1.081
H 0.611 1.365 2.676
```

- HOMO (spin up / spin down) (eV) = -9.12 / -9.02
- gap between HOMO and LUMO (spin up / spin down) (eV) = 8.56 / 8.40

Run 2
The following is a DFT calculation (ωB97M-V/def2-TZVPD) of the molecule C5H12O2.

The geometry in XYZ format:
```
19
C5H12O2 (ωB97M-V/def2-TZVPD)
C -0.529 0.250 2.595
C -0.019 0.707 1.238
C -0.218 -0.333 0.145
O -1.585 -0.597 -0.110
C 0.580 0.078 -1.093
C 0.705 -1.037 -2.128
O 0.021 1.287 -1.577
H -1.590 -0.008 2.542
H 0.015 -0.643 2.924
H -0.389 1.027 3.352
H -0.501 1.639 0.911
H 1.055 0.921 1.288
H 0.191 -1.298 0.474
H -2.031 0.254 -0.233
H 1.612 0.256 -0.726
H 0.656 -0.672 -3.161
H 1.710 -1.420 -1.958
H -0.029 -1.842 -2.008
H 0.345 1.430 -2.474
```

- HOMO (eV) = -10.05
- structure (SMILES) = CC[C@@H](O)[C@@H](C)O
- gap between HOMO and LUMO (eV) = 10.88

Run 3
The following is a DFT calculation (ωB97M-V/def2-TZVPD) of a structure of composition C5H12O2.

The geometry in XYZ format:
```
19
C5H12O2 (ωB97M-V/def2-TZVPD)
C 2.390 -0.960 0.032
C 1.624 0.274 0.393
C 0.213 0.326 0.523
O -0.247 1.387 1.278
C -0.703 -0.186 -0.523
C -2.165 -0.341 -0.243
O -2.704 0.919 0.187
H 3.125 -0.760 -0.756
H 2.954 -1.345 0.895
H 1.737 -1.763 -0.325
H 1.137 1.244 -1.468
H 2.160 1.087 0.876
H 0.043 -0.701 1.013
H -1.143 1.594 0.952
H -0.272 -0.903 -1.217
H 0.393 1.144 -1.689
H -2.397 -1.104 0.520
H -2.657 -0.661 -1.172
H -3.487 0.747 0.725
```

- HOMO (spin up / spin down) (eV) = -7.36 / -7.48
- gap between HOMO and LUMO (spin up / spin down) (eV) = 7.59 / 8.05

Stability check: which of them is least stable? run 3.

Run 1
The following is a DFT calculation (ωB97M-V/def2-TZVPD) of the molecule C5H12O2.

The geometry in XYZ format:
```
19
C5H12O2 (ωB97M-V/def2-TZVPD)
C 2.397 -0.895 -0.054
C 1.630 0.439 0.089
C 0.200 0.246 0.549
O -0.229 1.390 1.255
C -0.609 -0.003 -0.708
C -2.111 -0.246 -0.350
O -2.695 0.965 0.132
H 3.158 -0.776 -0.823
H 2.917 -1.245 0.855
H 1.738 -1.721 -0.358
H 1.440 1.002 -0.959
H 2.150 1.100 0.800
H 0.096 -0.673 1.147
H -1.135 1.589 0.966
H -0.253 -0.930 -1.180
H -0.128 0.828 -1.435
H -2.239 -1.027 0.439
H -2.662 -0.631 -1.217
H -3.469 0.760 0.671
```

- HOMO (eV) = -9.85
- structure (SMILES) = CC[C@@H](O)CCO
- gap between HOMO and LUMO (eV) = 10.59

Run 2
The following is a DFT calculation (ωB97M-V/def2-TZVPD) of the molecule C5H12O2.

The geometry in XYZ format:
```
19
C5H12O2 (ωB97M-V/def2-TZVPD)
C 2.339 0.115 1.435
C 0.877 0.439 1.144
C 0.227 -0.588 0.244
O 0.264 -1.895 0.707
C -1.296 1.102 -1.004
C -1.768 0.356 -2.235
O -1.176 -0.201 0.111
H 2.447 -0.843 1.954
H 2.928 0.063 0.513
H 2.780 0.890 2.068
H 0.294 0.495 2.074
H 0.761 1.399 0.633
H 0.657 -0.589 -0.761
H 0.144 -1.886 1.668
H -2.185 1.545 -0.525
H -0.984 -0.289 -2.658
H -2.693 -0.251 -2.147
H -1.971 1.121 -2.996
H -1.648 -0.985 -0.225
```

- HOMO (eV) = -7.25
- gap between HOMO and LUMO (eV) = 7.89

Run 3
The following is a DFT calculation (ωB97M-V/def2-TZVPD) of a cluster of 2 separate species, C5H12O2 in total.

The geometry in XYZ format:
```
19
C5H12O2 (ωB97M-V/def2-TZVPD)
C 1.954 0.189 0.539
C 0.823 0.066 -0.486
O -0.059 1.195 -0.644
C -1.417 0.765 -0.574
C -1.362 -0.713 -0.937
C -0.093 -1.127 -0.202
O -0.316 -1.207 1.196
H 2.501 1.132 0.459
H 1.613 0.058 1.568
H 2.662 -0.622 0.323
H 1.291 -0.075 -1.469
H -1.810 0.906 0.445
H -2.025 1.360 -1.264
H -2.245 -1.287 -0.639
H -1.213 -0.825 -2.017
H 0.357 -2.054 -0.580
H -1.003 -1.868 1.347
H 0.224 2.039 1.836
H 0.119 2.066 1.098
```

- HOMO (eV) = -9.57
- structure (SMILES) = C[C@@H]1OCC[C@@H]1O.[H][H]
- gap between HOMO and LUMO (eV) = 10.36

Run 4
The following is a DFT calculation (ωB97M-V/def2-TZVPD) of a cluster of 3 separate species, C5H12O2 in total.

The geometry in XYZ format:
```
19
C5H12O2 (ωB97M-V/def2-TZVPD)
C 1.967 -0.576 -1.087
C 1.737 0.304 0.128
C -2.093 0.932 -0.178
O -1.983 1.991 0.574
C -0.654 0.693 -0.660
C 0.390 0.895 0.189
H 1.078 -1.200 -1.002
H 2.915 -1.093 -0.948
H 2.044 -0.020 -2.029
H 2.454 1.115 0.234
H 1.767 -0.293 1.050
H -2.448 -0.013 0.271
H -2.640 1.139 -1.127
H -1.303 -0.899 2.468
H -1.417 -0.449 3.053
H 0.099 1.330 1.144
H -1.136 -2.146 -0.267
H -0.594 0.337 -1.671
O -0.182 -2.048 -0.141
```

- HOMO (eV) = -8.83
- gap between HOMO and LUMO (eV) = 4.80

Stability check: which of them is least stable? run 4.

Run 1
The following is a DFT calculation (ωB97M-V/def2-TZVPD) of a structure of composition C5H12O2.

The geometry in XYZ format:
```
19
C5H12O2 (ωB97M-V/def2-TZVPD)
C 2.276 0.428 1.083
C 1.101 0.716 0.157
C 0.244 -0.490 -0.091
O -0.411 -0.824 1.703
C -1.090 -0.413 -0.619
C -1.614 0.863 -1.262
O -1.434 -1.574 -1.367
H 1.904 0.069 2.047
H 2.938 -0.339 0.662
H 2.873 1.329 1.251
H 0.479 1.512 0.579
H 1.460 1.092 -0.819
H 0.771 -1.432 -0.269
H -0.423 -1.786 1.850
H -1.236 -0.586 0.723
H -1.272 0.994 -2.306
H -2.711 0.852 -1.278
H -1.317 1.748 -0.690
H -2.367 -1.743 -1.187
```

- HOMO (eV) = -8.09
- gap between HOMO and LUMO (eV) = 8.95

Run 2
The following is a DFT calculation (ωB97M-V/def2-TZVPD) of a structure of composition C5H12O2.

The geometry in XYZ format:
```
19
C5H12O2 (ωB97M-V/def2-TZVPD)
C -1.685 -0.758 1.128
O -0.426 -0.445 0.894
C -0.196 0.353 -0.305
C -0.466 1.815 0.017
C 1.240 0.099 -0.730
C 1.500 -1.328 -1.206
O 1.509 -2.277 -0.163
H -2.464 0.480 1.554
H -2.167 0.792 2.230
H -1.677 -1.265 2.118
H -0.905 -0.005 -1.061
H 0.114 2.129 0.892
H -1.525 2.001 0.214
H -0.172 2.437 -0.834
H 1.905 0.330 0.112
H 1.476 0.800 -1.539
H 0.758 -1.588 -1.981
H 2.488 -1.381 -1.675
H 0.745 -2.094 0.398
```

- HOMO (eV) = -8.76
- gap between HOMO and LUMO (eV) = 9.29

Stability check: which of them is least stable? run 2.

Run 1
The following is a DFT calculation (ωB97M-V/def2-TZVPD) of the molecule C5H12O2.

The geometry in XYZ format:
```
19
C5H12O2 (ωB97M-V/def2-TZVPD)
C 2.376 0.260 1.290
C 0.939 0.654 0.988
C 0.314 -0.150 -0.137
O 0.338 -1.540 0.082
C -1.180 0.273 -0.345
C -1.519 -0.042 -1.772
O -2.100 -0.558 0.369
H 2.432 -0.809 1.515
H 3.033 0.459 0.434
H 2.764 0.820 2.147
H 0.296 0.513 1.865
H 0.881 1.717 0.712
H 0.911 0.017 -1.057
H -0.515 -1.708 0.517
H -1.323 1.332 -0.058
H -1.059 -1.014 -1.993
H -2.672 -0.260 -1.764
H -1.122 0.727 -2.453
H -2.795 -0.692 -0.341
```

- HOMO (eV) = -10.02
- structure (SMILES) = CC[C@@H](O)[C@@H](C)O
- gap between HOMO and LUMO (eV) = 10.91

Run 2
The following is a DFT calculation (ωB97M-V/def2-TZVPD) of a cluster of 2 separate species, C5H12O2 in total.

The geometry in XYZ format:
```
19
C5H12O2 (ωB97M-V/def2-TZVPD)
C -0.421 3.384 -1.419
C 0.049 2.198 -1.786
C -0.052 1.122 -0.707
C -0.885 -0.099 -1.090
C -0.048 -1.375 -1.287
O -0.128 -2.275 -0.146
H -0.531 4.345 -1.958
H -0.885 3.605 -0.470
H 0.725 2.045 -2.622
H -0.550 1.508 0.201
H 0.955 0.914 -0.338
H -1.769 -0.331 -0.494
H -1.400 0.027 -2.061
H 1.011 -1.143 -1.398
H -0.465 -2.097 -1.998
H 0.298 -1.873 0.602
O 0.991 -3.246 5.695
H 1.707 -2.802 6.149
H 1.397 -3.907 5.128
```

- HOMO (eV) = -9.83
- structure (SMILES) = C=CCCCO.O
- gap between HOMO and LUMO (eV) = 10.62

Run 3
The following is a DFT calculation (ωB97M-V/def2-TZVPD) of the molecule C5H12O2.

The geometry in XYZ format:
```
19
C5H12O2 (ωB97M-V/def2-TZVPD)
C -1.554 0.816 2.049
C -0.683 -0.186 1.301
C -0.158 0.368 -0.024
O 0.488 1.610 0.139
C 0.773 -0.659 -0.729
C 0.493 -0.755 -2.220
O 2.112 -0.246 -0.463
H -0.975 1.709 2.299
H -2.404 1.133 1.433
H -1.950 0.384 2.974
H 0.169 -0.491 1.925
H -1.259 -1.098 1.080
H -1.026 0.555 -0.676
H 1.440 1.419 0.125
H 0.621 -1.645 -0.265
H 0.565 0.235 -2.684
H 1.190 -1.444 -2.715
H -0.521 -1.137 -2.379
H 2.681 -0.569 -1.171
```

- HOMO (eV) = -9.84
- structure (SMILES) = CC[C@@H](O)[C@@H](C)O
- gap between HOMO and LUMO (eV) = 10.64

Run 4
The following is a DFT calculation (ωB97M-V/def2-TZVPD) of a cluster of 2 separate species, C5H12O2 in total.

The geometry in XYZ format:
```
19
C5H12O2 (ωB97M-V/def2-TZVPD)
C -1.997 -2.001 0.305
C -1.247 -0.837 0.948
O 0.122 -0.796 0.529
C 0.949 0.973 0.745
C 1.970 1.600 -0.190
O 1.277 1.929 -1.336
C 0.606 0.696 -1.633
H -1.525 -2.958 0.549
H -2.020 -1.890 -0.783
H -3.039 -2.043 0.651
H -1.257 -0.932 2.039
H -1.729 0.115 0.677
H 0.027 1.550 0.784
H 1.329 0.619 1.697
H 2.419 2.501 0.272
H 2.805 0.902 -0.379
H 0.181 -0.359 -0.448
H 1.334 0.011 -2.097
H -0.205 0.920 -2.331
```

- HOMO (spin up / spin down) (eV) = -7.42 / -7.42
- gap between HOMO and LUMO (spin up / spin down) (eV) = 7.70 / 7.70

Stability check: which of them is least stable? run 4.

Run 1
The following is a DFT calculation (ωB97M-V/def2-TZVPD) of the molecule C5H12O2.

The geometry in XYZ format:
```
19
C5H12O2 (ωB97M-V/def2-TZVPD)
C 1.956 1.084 -0.247
C 2.269 -0.372 0.066
O 1.362 -1.278 -0.527
C 0.129 -1.423 0.137
C -0.993 -0.514 -0.390
O -1.646 0.056 0.721
C -2.785 0.795 0.366
H 0.994 1.385 0.179
H 1.917 1.227 -1.332
H 2.730 1.741 0.165
H 2.303 -0.529 1.157
H 3.250 -0.647 -0.337
H -0.148 -2.474 0.017
H 0.235 -1.224 1.213
H -0.572 0.266 -1.043
H -1.713 -1.089 -0.995
H -3.540 0.169 -0.137
H -2.535 1.634 -0.303
H -3.213 1.191 1.289
```

- HOMO (eV) = -9.76
- structure (SMILES) = CCOCCOC
- gap between HOMO and LUMO (eV) = 10.84

Run 2
The following is a DFT calculation (ωB97M-V/def2-TZVPD) of a cluster of 3 separate species, C5H12O2 in total.

The geometry in XYZ format:
```
19
C5H12O2 (ωB97M-V/def2-TZVPD)
C 1.198 -1.301 1.394
C 0.229 -0.832 0.531
C -0.955 0.074 0.945
C -1.692 0.576 -0.311
C -2.786 -0.023 -0.838
H 1.787 -2.075 1.003
H 1.388 -0.776 2.316
H -0.053 -1.461 -0.298
H -0.571 0.867 1.538
H -1.615 -0.567 1.622
H -1.217 1.324 -0.954
H -3.136 0.353 -1.751
H -3.345 -0.733 -0.280
O 2.583 1.831 0.802
H 3.541 1.686 0.575
H 2.159 0.939 0.742
O 0.931 -0.297 -2.546
H 0.206 0.386 -2.714
H 1.348 0.028 -1.775
```

- HOMO (eV) = -9.91
- structure (SMILES) = C=CCC=C.O.O
- gap between HOMO and LUMO (eV) = 10.66

Stability check: which of them is least stable? run 2.